# 1
A cluster of 2 separate species, Cl2H4OSi2 in total at a distorted geometry, computed with wB97M-V/def2-TZVPD.

Structure (XYZ):
```
9
Properties=species:S:1:pos:R:3:lowdin_charge:R:1
O -1.578 -0.338 -1.576 -0.321
Si 2.509 0.147 0.599 0.623
Si -1.349 -0.262 -0.013 -0.395
Cl -2.069 1.560 0.599 0.223
Cl -2.524 -1.574 0.979 0.257
H -2.360 0.020 -2.172 0.142
H 2.783 -0.731 -0.605 -0.145
H 1.581 1.207 0.249 -0.205
H 3.008 -0.028 1.941 -0.179
```

## Properties
Maximum force, eV Å⁻¹: 4.5
Kohn-Sham gap (alpha / beta), eV: 7.66 / 6.02
ΔE to the lowest compared entry with this formula, charge and spin, kcal/mol: 105.1
Charge: 0

***

# 2
An isolated molecule of C27H30FN3O7S at a distorted geometry, computed with wB97M-V/def2-TZVPD.

Structure (XYZ):
```
69
Properties=species:S:1:pos:R:3:lowdin_charge:R:1
O -1.009 -0.771 -1.392 0.125
C 0.163 -0.548 -1.184 -0.243
C 0.764 0.298 -0.159 -0.024
C 0.107 1.047 0.756 -0.186
O 0.795 1.914 1.523 0.126
H 0.209 2.358 2.152 0.131
C -1.354 0.978 0.943 -0.146
C -1.985 -0.242 1.180 0.004
C -3.356 -0.285 1.344 -0.025
C -4.087 0.886 1.264 -0.268
C -3.476 2.105 1.049 -0.036
C -2.101 2.154 0.900 0.003
H -1.611 3.099 0.709 0.127
H -4.088 2.991 0.994 0.117
S -5.869 0.784 1.419 0.676
O -6.431 2.078 1.151 -0.280
O -6.198 0.145 2.658 -0.275
N -6.194 -0.307 0.187 -0.244
C -7.447 -1.025 0.323 -0.169
H -7.481 -1.439 1.330 0.121
C -7.478 -2.124 -0.741 -0.185
H -8.435 -2.648 -0.727 0.130
O -7.345 -1.577 -2.032 -0.125
C -6.140 -0.862 -2.162 -0.181
H -6.129 -0.462 -3.176 0.131
C -6.050 0.270 -1.134 -0.173
H -5.075 0.757 -1.190 0.125
H -6.837 1.015 -1.318 0.133
H -5.283 -1.537 -2.023 0.132
H -6.662 -2.836 -0.550 0.130
H -8.302 -0.349 0.178 0.138
H -3.875 -1.211 1.528 0.123
H -1.398 -1.145 1.233 0.130
C 2.258 0.342 -0.371 -0.167
N 2.459 -0.574 -1.471 -0.003
C 1.334 -1.112 -1.988 -0.376
O 1.283 -1.900 -2.907 0.101
C 3.779 -0.972 -1.883 -0.098
H 3.718 -1.277 -2.931 0.132
H 4.450 -0.115 -1.793 0.124
C 4.277 -2.162 -1.053 -0.159
N 4.400 -1.820 0.354 -0.180
C 5.667 -1.176 0.662 -0.159
C 5.689 -0.767 2.135 -0.190
O 5.489 -1.876 2.981 -0.128
C 4.265 -2.500 2.683 -0.196
C 4.220 -2.969 1.228 -0.163
H 3.248 -3.423 1.022 0.126
H 5.008 -3.725 1.071 0.132
H 4.177 -3.349 3.364 0.126
H 3.435 -1.799 2.862 0.126
H 6.661 -0.349 2.401 0.128
H 4.908 -0.016 2.317 0.111
H 5.779 -0.284 0.042 0.120
H 6.516 -1.854 0.461 0.131
H 5.230 -2.523 -1.475 0.128
H 3.539 -2.962 -1.152 0.125
C 2.712 1.740 -0.733 -0.108
C 2.343 2.309 -1.946 -0.007
C 2.742 3.591 -2.280 -0.074
C 3.516 4.331 -1.401 -0.078
C 3.892 3.787 -0.186 -0.004
C 3.486 2.503 0.129 -0.228
F 3.866 1.984 1.316 0.065
H 4.494 4.339 0.519 0.118
H 3.827 5.331 -1.660 0.105
H 2.447 4.013 -3.228 0.104
H 1.738 1.732 -2.631 0.127
H 2.806 -0.010 0.512 0.148
```

## Properties
SMILES: O=C1C(=O)N(CCN2CCOCC2)[C@@H](c2ccccc2F)/C1=C(\O)c1ccc(S(=O)(=O)N2CCOCC2)cc1
Maximum force, eV Å⁻¹: 1.0
Kohn-Sham gap, eV: 8.29
ΔE to the lowest compared entry with this formula, charge and spin, kcal/mol: 8.4
Charge: 0